{"formula": "C47H92BCl2INO33PS", "method": "ωB97M-V with the def2-TZVPD basis set", "elements": ["C", "C", "O", "C", "C", "C", "C", "C", "C", "C", "C", "O", "C", "O", "C", "C", "O", "S", "O", "O", "C", "C", "C", "C", "C", "C", "N", "P", "O", "I", "C", "B", "O", "O", "C", "Cl", "C", "C", "Cl", "H", "H", "H", "H", "H", "H", "H", "H", "H", "H", "H", "H", "H", "H", "H", "H", "H", "H", "H", "H", "H", "H", "H", "H", "H", "H", "H", "H", "H", "H", "H", "H", "H", "H", "H", "H", "H", "H", "H", "H", "H", "H", "H", "H", "C", "O", "C", "O", "O", "C", "H", "H", "H", "H", "H", "H", "C", "O", "C", "O", "O", "C", "H", "H", "H", "H", "H", "H", "C", "O", "C", "O", "O", "C", "H", "H", "H", "H", "H", "H", "C", "O", "C", "O", "O", "C", "H", "H", "H", "H", "H", "H", "C", "O", "C", "O", "O", "C", "H", "H", "H", "H", "H", "H", "C", "O", "C", "O", "O", "C", "H", "H", "H", "H", "H", "H", "C", "O", "C", "O", "O", "C", "H", "H", "H", "H", "H", "H", "C", "O", "C", "O", "O", "C", "H", "H", "H", "H", "H", "H"], "coordinates": [[-2.95121, -0.20058, -4.34084], [-3.47048, 0.86196, -3.22021], [-2.60744, 2.01385, -3.33922], [-2.66198, 2.85810, -2.16489], [-1.16934, 3.35507, -1.75980], [-1.11171, 3.90572, -0.26146], [-0.25250, 2.95617, 0.75384], [-0.77786, 1.47306, 0.54492], [-0.77518, 0.38176, 1.67941], [-1.88998, 0.68720, 2.83491], [-2.64858, 2.08133, 2.73478], [-3.75769, 2.02225, 3.71349], [-4.21049, 3.34539, 3.97538], [-5.36271, 3.66216, 3.56850], [-3.41335, 4.46366, 4.78096], [-3.65319, 5.96328, 4.19877], [-1.44253, -0.76724, 1.00754], [-0.61614, -1.56632, -0.14874], [-0.96181, -0.99981, -1.49243], [-1.22674, -2.97150, -0.18875], [1.13821, -1.78760, 0.28707], [2.16784, -2.27017, -0.85203], [1.64632, -2.30837, -2.35337], [2.72648, -3.79116, -0.58287], [4.16384, -3.95466, -1.28064], [1.72851, -0.54791, 1.19932], [2.98649, -1.14646, 1.71888], [2.44075, 0.88502, 0.08546], [1.98102, 0.73230, -1.54309], [4.93452, 0.67361, 0.01496], [0.66813, -0.05144, 2.33506], [0.47327, -1.40653, 3.27926], [1.53439, -1.98930, 4.07685], [-0.77460, -2.12521, 3.45994], [1.11688, 1.09028, 3.32517], [2.84634, 1.77200, 3.16941], [0.96347, 0.95705, 4.92142], [0.72433, 2.47295, 5.50144], [2.53799, 0.46316, 5.79621], [-3.80188, -0.56761, -5.01223], [-2.10445, 0.28501, -4.95705], [-2.48587, -1.13677, -3.87156], [-3.40292, 0.31439, -2.22309], [-4.56244, 1.08397, -3.50465], [-3.15960, 2.24423, -1.33519], [-3.35603, 3.76598, -2.33495], [-0.96992, 4.25011, -2.46436], [-0.37245, 2.58086, -2.02828], [-2.16735, 3.95192, 0.20446], [-0.65520, 4.95471, -0.23817], [0.84400, 3.14728, 0.46907], [-0.40390, 3.43006, 1.77838], [-1.87783, 1.57286, 0.19263], [-0.25869, 1.17288, -0.44689], [-1.47973, 0.63511, 3.89379], [-2.73336, -0.10541, 2.83075], [-1.94913, 2.89179, 3.13677], [-3.13646, 2.32330, 1.73833], [-2.27533, 4.29234, 4.67586], [-3.61414, 4.47251, 5.90700], [-4.75730, 6.15647, 4.00677], [-3.27186, 6.74065, 4.96299], [-3.01064, 6.14459, 3.25666], [1.12430, -2.76150, 0.92568], [3.15108, -1.66141, -0.87041], [2.56057, -2.55030, -3.01843], [1.20673, -1.34547, -2.76488], [0.90441, -3.15538, -2.52627], [2.77078, -4.04943, 0.52591], [1.99096, -4.48426, -1.13714], [4.81925, -3.09566, -0.90015], [4.66881, -4.95645, -1.02524], [4.14636, -3.88918, -2.41831], [2.97902, -2.17262, 1.75554], [3.27212, -0.83488, 2.64932], [2.80298, 0.76057, -2.08677], [1.11495, -2.24486, 4.93335], [-0.67456, -2.92010, 2.87264], [0.46342, 2.02176, 3.10994], [0.04418, 0.43747, 5.33186], [-0.36356, 2.72661, 5.20188], [0.74837, 2.47828, 6.65384], [1.39853, 3.24610, 5.02372], [10.04382, 2.74099, 4.33623], [8.77654, 3.39540, 4.28175], [7.73852, 2.61443, 4.62133], [7.80125, 1.45612, 4.95286], [6.61740, 3.34862, 4.52765], [5.42524, 2.64021, 4.86255], [10.80675, 3.46301, 4.04367], [10.25991, 2.40394, 5.35246], [10.07509, 1.90351, 3.63602], [5.45760, 2.29939, 5.89978], [5.27426, 1.79865, 4.18378], [4.58541, 3.32707, 4.75261], [-3.87192, -3.62385, 0.72289], [-3.95213, -4.55160, 1.80678], [-5.01683, -5.36857, 1.75692], [-5.86817, -5.37286, 0.90230], [-4.96710, -6.18129, 2.82590], [-6.04532, -7.11197, 2.90372], [-2.97975, -3.02062, 0.86618], [-3.78229, -4.15065, -0.22956], [-4.74047, -2.96056, 0.71813], [-6.04288, -7.77791, 2.03816], [-7.00063, -6.58915, 2.98629], [-5.90198, -7.71320, 3.80209], [-5.37771, -4.26536, -2.92031], [-6.01045, -4.75287, -4.10348], [-5.48058, -4.28350, -5.24527], [-4.55327, -3.51680, -5.33345], [-6.16319, -4.81683, -6.27148], [-5.70436, -4.40040, -7.55705], [-5.88600, -4.70887, -2.06318], [-4.32775, -4.56560, -2.89291], [-5.47052, -3.17902, -2.85322], [-4.66736, -4.70498, -7.71416], [-5.81137, -3.31992, -7.67293], [-6.32476, -4.89026, -8.30807], [2.49246, 5.84266, 2.98133], [1.83614, 6.62122, 1.98262], [1.65496, 7.90932, 2.31904], [1.99246, 8.42491, 3.35573], [1.03211, 8.52156, 1.29898], [0.77255, 9.90709, 1.51910], [2.58500, 4.82313, 2.60341], [3.49474, 6.23038, 3.17622], [1.90209, 5.81798, 3.90059], [1.70606, 10.45722, 1.65546], [0.11415, 10.04410, 2.37966], [0.26888, 10.29616, 0.63371], [10.40033, 1.86657, 8.76578], [11.54951, 1.31067, 9.40048], [12.50513, 0.89930, 8.54921], [12.46112, 0.96436, 7.34377], [13.51997, 0.40202, 9.27457], [14.61518, -0.07694, 8.49621], [9.69752, 2.16303, 9.54496], [10.67053, 2.75388, 8.18874], [9.91556, 1.12377, 8.12825], [15.05366, 0.73252, 7.90858], [14.29822, -0.89693, 7.84818], [15.37283, -0.45362, 9.18404], [-3.36733, -0.77228, -11.34751], [-3.69439, -1.69434, -12.38659], [-4.60889, -2.61343, -12.03858], [-5.14480, -2.70705, -10.96197], [-4.82272, -3.41017, -13.09870], [-5.78037, -4.44217, -12.87056], [-2.62252, -0.07916, -11.73973], [-4.24809, -0.20015, -11.04819], [-2.93639, -1.29432, -10.49043], [-6.75715, -4.01582, -12.63182], [-5.44518, -5.11004, -12.07397], [-5.87186, -5.02069, -13.79033], [-1.34207, -5.76910, 1.62976], [-1.16997, -7.18479, 1.55866], [-0.13797, -7.57559, 0.79468], [0.61643, -6.84844, 0.19487], [-0.09055, -8.91832, 0.81417], [0.96707, -9.47713, 0.03769], [-2.19729, -5.56781, 2.26964], [-0.46064, -5.29631, 2.07280], [-1.54581, -5.35536, 0.64028], [1.93795, -9.15133, 0.41749], [0.85489, -9.21026, -1.01544], [0.90815, -10.56235, 0.12694], [-6.72573, 4.52622, -7.36941], [-5.77252, 3.53469, -7.74572], [-4.58929, 3.64185, -7.11741], [-4.29520, 4.47771, -6.29890], [-3.79296, 2.65619, -7.56044], [-2.49160, 2.64645, -6.97359], [-7.63876, 4.34270, -7.93674], [-6.95934, 4.45222, -6.30507], [-6.36035, 5.52551, -7.61602], [-2.55692, 2.49748, -5.89340], [-1.95733, 3.57085, -7.20480], [-1.93617, 1.81182, -7.40310]], "forces_ev_per_a": [[0.348, -0.101, 0.165], [0.088, -1.816, -1.915], [-0.767, -0.083, 1.509], [0.175, 0.002, 0.519], [-0.870, 1.032, -0.916], [0.199, -0.475, 0.735], [-0.327, 1.640, -0.770], [-0.033, 1.155, -1.220], [-0.691, 0.493, 0.488], [-0.963, 0.116, 0.181], [0.445, -0.054, 0.977], [0.756, 2.149, -0.012], [-4.302, 1.369, -1.015], [4.359, -1.485, 1.527], [1.688, 0.492, -0.476], [0.375, -0.067, 0.261], [2.417, -0.650, -0.241], [-4.727, -4.115, -5.178], [1.921, 0.438, 3.386], [2.551, 3.486, 1.603], [1.352, -0.114, 1.524], [1.008, -0.868, -1.379], [0.393, -0.083, -0.876], [-0.423, 0.221, -1.243], [0.237, 0.167, 0.540], [0.686, -1.987, -1.010], [-0.524, -0.534, 0.861], [-0.564, 1.948, -0.284], [1.187, -0.540, 0.940], [-0.483, -0.219, -0.298], [-0.366, -1.216, -0.230], [-0.166, -1.943, 1.589], [-1.840, 1.778, -0.755], [1.826, 0.634, -1.521], [-0.322, 1.935, 0.669], [-1.375, -0.531, -0.914], [0.228, 2.549, 1.096], [-1.378, -0.682, -0.285], [-1.527, -0.457, -0.391], [1.254, 0.672, 0.842], [-1.534, -0.665, 0.860], [-0.712, 1.410, -0.464], [-0.043, 1.159, -0.973], [1.492, 0.094, 0.782], [0.848, 0.876, -0.815], [1.142, -1.246, 0.135], [-0.168, -1.426, 1.076], [-1.250, 0.848, 0.585], [1.419, 0.122, -0.947], [-0.715, -1.467, 0.023], [-1.517, -0.839, 0.594], [0.177, -0.864, -1.110], [1.757, -0.387, 0.775], [-0.699, -0.232, 1.837], [-0.275, 0.067, -1.415], [1.649, 1.039, -0.325], [-0.878, -0.836, -1.128], [0.992, -0.299, 1.132], [-1.702, 0.015, 0.319], [-0.117, -0.450, -1.687], [1.545, -0.318, 0.122], [-0.649, -1.379, -1.043], [-1.277, -0.461, 1.320], [-0.596, 1.838, -0.517], [-1.954, -0.373, 0.493], [-1.407, 0.355, 1.106], [0.507, -1.221, 0.870], [0.800, 1.168, 0.397], [-0.003, 0.253, -1.406], [1.019, 0.798, 1.336], [-0.643, -1.268, -0.526], [-0.869, 1.547, -0.221], [-0.258, -0.046, 1.550], [-0.272, 0.604, 0.007], [-0.293, 0.165, -0.390], [-0.828, -0.134, 0.337], [0.466, -0.229, -0.982], [-0.542, 0.662, 0.858], [1.122, -1.581, 0.145], [1.460, -0.236, -0.764], [1.545, -0.195, 0.430], [0.234, -0.010, -1.959], [-0.573, -1.076, 0.758], [0.461, -0.168, 0.031], [-0.450, -0.125, 0.077], [0.070, 0.138, -0.063], [-0.051, 0.416, -0.090], [0.375, -0.087, 0.006], [-0.267, -0.132, 0.123], [-0.305, 0.109, 0.004], [-0.067, -0.130, -0.157], [-0.067, -0.008, 0.204], [0.053, -0.112, -0.160], [0.163, -0.011, 0.210], [0.290, 0.128, -0.050], [-0.105, 0.537, -0.213], [-0.870, -0.223, 0.136], [0.077, 0.084, 0.062], [0.309, -0.032, 0.303], [0.106, 0.294, -0.267], [-0.305, -0.343, 0.090], [-0.193, -0.338, 0.188], [-0.089, 0.059, 0.104], [-0.070, -0.242, -0.065], [-0.086, 0.185, 0.015], [0.101, -0.044, -0.175], [0.218, 0.218, -0.060], [0.104, 0.070, 0.465], [0.103, 0.097, -0.444], [-0.133, -0.106, 0.041], [-0.314, -0.250, 0.029], [0.138, 0.074, 0.414], [0.084, 0.129, -0.462], [-0.096, -0.076, -0.250], [-0.058, 0.176, -0.101], [0.158, -0.090, -0.103], [-0.064, 0.180, 0.088], [0.170, -0.113, 0.043], [-0.066, -0.045, 0.292], [0.219, -0.331, 0.223], [-0.148, 0.335, -0.009], [-0.029, 0.026, -0.112], [-0.138, -0.218, -0.370], [0.181, -0.330, 0.248], [-0.114, 0.458, -0.008], [-0.128, 0.184, -0.209], [-0.173, 0.053, 0.103], [0.128, 0.166, -0.025], [-0.110, -0.099, 0.146], [0.206, -0.015, 0.004], [0.078, -0.307, -0.003], [-0.421, 0.157, -0.174], [0.433, -0.177, -0.206], [-0.026, -0.001, 0.092], [-0.009, 0.008, 0.541], [-0.377, 0.179, -0.128], [0.381, -0.172, -0.178], [0.277, -0.126, 0.098], [0.004, -0.175, -0.057], [0.135, 0.131, -0.063], [-0.157, -0.121, -0.055], [-0.009, 0.202, -0.043], [-0.262, 0.117, 0.129], [0.145, 0.348, 0.304], [-0.291, -0.366, -0.020], [0.113, 0.071, -0.132], [0.162, -0.017, -0.342], [0.133, 0.282, 0.247], [-0.282, -0.328, -0.006], [-0.105, -0.223, -0.198], [0.067, -0.181, 0.080], [-0.202, 0.034, -0.034], [0.149, -0.043, 0.133], [-0.105, 0.168, 0.022], [0.201, 0.237, -0.002], [-0.113, 0.345, 0.106], [0.480, -0.312, -0.235], [-0.223, -0.011, 0.138], [-0.192, -0.272, 0.214], [-0.073, 0.372, 0.040], [0.280, -0.236, -0.213], [0.229, -0.385, -0.054], [0.111, -0.066, -0.235], [0.234, 0.006, 0.112], [-0.111, 0.096, -0.138], [0.099, 0.108, 0.142], [-0.212, 0.164, 0.153], [-0.324, 0.254, 0.065], [0.334, -0.055, 0.101], [0.093, -0.160, -0.036], [-0.146, -0.267, -0.314], [-0.401, 0.293, -0.008], [0.471, -0.058, 0.277], [0.235, -0.196, -0.051], [0.152, 0.111, -0.083], [0.033, -0.099, 0.177], [0.002, 0.188, -0.089], [-0.138, -0.019, 0.128], [-0.311, 0.024, -0.115]], "homo_energy_ev": -8.416, "gap_ha": 0.294, "smiles": "CCOCCCCC[C@@]1(CCOC(=O)CC)OS(=O)(=O)[C@@H]([C@H](C)CC)[C@@](N)(P(O)I)[C@@]1(B(O)O)[C@H](Cl)[C@H](C)Cl.COC(=O)OC.COC(=O)OC.COC(=O)OC.COC(=O)OC.COC(=O)OC.COC(=O)OC.COC(=O)OC.COC(=O)OC", "charge": 0, "lumo_ha": -0.0158}